# 1
6 unconnected molecules or ions with the total composition C23H57N2O17S5 at a distorted geometry, computed with ωB97M-V with the def2-TZVPD basis set.

Cartesian coordinates (Å):
H: -3.642 -0.264 1.576
H: 8.513 4.191 5.100
C: -2.887 3.528 -6.942
O: 7.159 -2.307 4.261
O: -6.171 1.481 -7.060
C: 6.643 -4.835 6.186
H: -1.058 -1.560 1.663
H: -5.022 3.835 -7.161
C: -5.356 0.141 -9.155
O: 4.699 -1.897 4.592
C: 1.958 -0.995 1.526
H: -5.714 -0.830 -8.812
H: 9.101 5.541 4.074
H: 3.761 3.713 1.754
H: -4.041 -1.381 -4.516
O: -1.371 3.370 2.979
H: 2.876 0.888 0.741
C: -0.305 1.258 1.998
H: 1.023 -1.335 0.963
C: 6.406 -0.148 5.526
C: 1.558 -2.172 -3.381
O: 6.575 4.729 3.324
S: -6.525 -0.891 -2.012
C: -0.361 2.595 2.925
S: 6.060 -1.818 5.052
C: -2.958 -1.247 -4.464
H: 1.465 -0.794 3.787
H: 6.722 -4.782 5.098
O: -6.443 -1.870 -3.065
H: -1.483 0.371 0.303
O: -0.858 -2.434 -4.126
O: -4.365 2.393 -8.513
O: -0.432 -2.171 -1.684
H: 2.855 -1.535 1.074
H: -2.589 -2.995 1.115
H: -2.583 -3.340 -4.708
C: -2.279 -2.534 -4.036
C: -7.306 -2.674 0.623
O: -3.873 0.459 -7.030
H: 1.031 -2.456 2.975
H: 0.536 1.034 0.070
C: 4.670 3.565 2.341
O: -5.445 -0.675 -1.088
H: -2.583 -2.824 -3.026
S: 7.892 3.933 2.837
H: -1.548 -1.521 3.429
C: 5.665 -3.801 6.713
S: -4.951 1.106 -7.726
O: -0.163 -0.216 -3.245
C: -1.710 0.915 1.302
H: -0.082 0.403 2.733
H: -2.325 1.851 1.024
H: 1.620 -3.248 -3.221
H: -6.120 1.039 -3.285
H: -2.586 -3.461 2.675
H: 5.250 2.768 1.870
C: 5.472 4.849 2.419
H: 4.679 -3.918 6.254
H: 7.363 -0.121 6.046
H: 2.420 0.995 2.510
O: 0.788 2.792 3.701
C: -1.964 -1.530 2.367
H: 4.395 3.219 3.340
H: -2.902 0.431 3.149
O: 7.661 2.520 2.983
H: -7.827 0.522 -3.383
H: 2.790 -2.100 3.383
H: -2.593 -0.923 -5.440
H: 6.318 -5.844 6.452
H: -7.598 -3.613 1.099
H: 5.816 5.162 1.429
H: 5.603 0.210 6.168
C: -8.127 -2.431 -0.630
H: -7.943 -3.205 -1.380
H: -6.240 -2.731 0.390
H: 9.917 3.952 4.024
O: 8.356 4.505 1.600
H: -9.190 -2.475 -0.376
C: -4.151 3.599 -7.779
N: -2.880 -2.676 2.062
H: -2.667 4.499 -6.493
H: 5.538 -3.945 7.789
H: -2.990 2.799 -6.135
O: -7.887 -1.134 -1.172
H: 1.761 -1.920 -4.421
H: -6.138 0.652 -9.716
S: -0.074 -1.624 -2.966
H: 6.458 0.454 4.618
H: -7.221 1.362 -1.917
H: -2.036 3.216 -7.552
O: 6.153 -2.475 6.529
H: 4.833 5.647 2.805
H: -4.050 4.401 -8.514
C: 2.038 0.616 1.496
H: -7.437 -1.857 1.336
C: 1.803 -1.596 3.038
H: -2.751 -0.440 -3.757
H: 7.643 -4.664 6.591
H: 2.261 -1.654 -2.727
C: -6.976 0.668 -2.720
N: 0.815 1.310 1.018
H: -4.460 0.015 -9.761
C: -2.650 -0.076 2.140
C: 8.962 4.463 4.146

Cartesian forces, eV/Å:
H 1.549 0.418 0.824
H -0.013 0.010 -0.114
C 0.048 -0.258 0.210
O -0.641 -0.027 0.171
O 0.643 -0.098 0.046
C 0.129 -0.025 -0.315
H -1.124 0.025 1.056
H -0.021 -0.191 -0.084
C 0.027 0.087 -0.120
O 0.826 -0.384 0.115
C -0.656 -0.472 1.225
H 0.055 0.128 0.122
H -0.061 -0.084 -0.024
H -0.012 0.029 0.162
H 0.072 -0.098 -0.008
O 1.923 -2.282 -0.756
H -1.199 -0.356 1.078
C -1.059 -0.240 0.731
H 1.296 0.590 0.457
C 0.003 -0.032 0.129
C 0.000 -0.096 -0.113
O 1.367 -0.242 0.165
S -0.267 0.527 0.350
C 2.656 1.897 3.003
S 0.077 0.473 0.355
C 0.111 0.286 0.087
H 0.521 -1.280 -1.105
H -0.023 -0.005 0.097
O 0.144 0.082 0.550
H -0.304 0.749 1.407
O 0.911 0.114 0.441
O -0.506 -0.906 -0.085
O -0.101 0.443 -0.521
H -1.045 1.007 0.344
H -0.559 0.272 0.841
H 0.368 -0.014 0.044
C -1.132 0.172 0.058
C 0.338 0.044 -0.023
O -0.709 0.377 -0.100
H 1.018 1.424 0.380
H 0.192 -0.114 0.755
C 0.178 -0.287 -0.061
O -0.388 -0.455 -0.637
H 0.195 0.046 -0.003
S -0.771 0.468 0.499
H -0.682 -0.497 -1.341
C -0.152 -0.889 0.022
S 0.267 0.195 -0.511
O -0.087 -0.607 0.396
C -0.307 -0.316 -0.730
H -0.396 1.173 -0.886
H 1.204 -1.276 0.665
H -0.053 0.084 0.001
H 0.010 -0.161 0.077
H -0.376 0.647 -0.535
H -0.032 0.080 -0.018
C -1.085 -0.195 -0.717
H 0.080 0.174 -0.055
H -0.067 -0.065 -0.067
H -1.099 -0.292 -1.445
O -4.254 -1.304 -3.355
C 0.823 1.903 -0.224
H -0.156 0.133 -0.108
H 0.356 -0.881 -1.538
O 0.292 0.514 -0.341
H 0.071 -0.028 0.052
H -1.733 1.168 -0.474
H -0.085 -0.114 0.072
H -0.031 0.081 0.062
H -0.067 0.052 -0.059
H 0.205 -0.028 0.140
H 0.020 -0.082 -0.070
C -0.013 -0.845 0.602
H 0.066 0.180 -0.078
H -0.081 0.005 0.065
H -0.130 -0.025 -0.105
O -0.219 -0.521 0.305
H 0.057 0.298 -0.219
C 0.386 0.807 0.630
N 1.315 -0.480 0.094
H -0.057 -0.023 -0.085
H 0.042 0.344 -0.073
H 0.018 0.087 -0.049
O 0.389 0.484 -0.694
H -0.071 0.006 0.087
H 0.070 0.003 0.072
S 0.065 -0.184 -0.378
H -0.023 -0.145 -0.028
H 0.057 -0.107 -0.019
H -0.079 0.102 0.002
O 0.029 0.637 -0.388
H 0.332 -0.023 0.198
H -0.141 -0.311 -0.168
C 1.429 -0.378 -1.158
H -0.052 -0.091 -0.055
C 0.211 -0.786 -0.585
H -0.034 -0.085 -0.014
H -0.109 -0.023 0.052
H -0.184 0.029 0.030
C -0.166 0.001 0.034
N 0.350 -0.180 1.077
H -0.047 0.040 0.097
C -0.103 -0.072 0.019
C -0.033 0.067 0.083

Values from the calculation:
- Calculated total energy: -116736.1355 eV
- Highest occupied orbital energy: -3.7 eV
- Net charge: -1
- Largest force on an atom: 5.57 eV/Å
- HOMO-LUMO gap: 5.2569 eV

***

# 2
7 unconnected molecules or ions with the total composition C23H57N7O8P at a distorted geometry, computed with ωB97M-V with the def2-TZVPD basis set.

Cartesian coordinates (Å):
C: 1.864 3.786 -5.541
H: 2.920 5.906 3.838
C: -3.287 -7.171 4.079
N: 1.732 2.569 -4.771
C: -2.074 2.769 -0.493
C: 2.398 5.747 1.756
H: 1.495 -0.395 3.698
O: -0.726 -0.934 2.686
H: -0.123 -5.626 -5.866
O: -2.766 -6.125 1.992
H: 2.419 -0.022 -6.778
H: -0.041 -3.456 -5.036
H: 1.474 -6.373 -6.015
C: 1.920 1.283 -5.177
O: -0.878 2.962 -1.238
H: -3.031 1.729 -2.112
H: -2.886 -6.786 5.017
C: 3.247 6.303 2.876
H: -0.739 -3.019 -3.474
H: -1.232 -1.169 0.353
C: -2.910 4.023 -0.720
H: 1.546 1.427 -7.298
N: -4.166 -5.002 3.329
H: -4.174 -4.306 2.598
C: 2.313 1.047 -6.621
C: 3.494 -0.878 1.655
H: -0.223 -3.008 -0.941
C: -3.376 -6.072 3.046
C: 0.574 -6.312 -5.399
H: 2.749 -1.489 2.151
H: -0.927 -4.033 2.682
O: 3.824 1.580 4.293
C: 3.106 3.384 2.322
H: -3.395 0.987 -0.510
H: 3.704 3.824 3.112
O: 0.863 -4.515 -2.275
H: 2.794 -1.348 4.461
H: -4.864 -5.573 5.224
H: 0.117 -7.303 -5.356
H: -1.837 2.535 0.545
N: -1.394 5.587 1.764
H: -6.011 -4.648 4.244
H: 2.398 2.683 2.763
H: 4.561 0.898 2.128
H: 4.298 6.055 2.722
H: 1.219 2.216 -1.153
H: 1.459 2.639 -3.797
H: -3.792 3.794 -1.316
H: -2.131 6.399 -0.073
H: 3.140 7.383 2.888
C: 2.388 -0.344 4.327
C: -4.960 -4.757 4.517
H: -3.112 6.739 1.323
N: -0.946 -2.059 0.757
C: -2.491 5.974 0.856
H: -4.368 5.082 0.438
H: 0.057 -3.050 3.777
N: 0.918 -5.869 -4.063
H: 4.371 -1.493 1.438
H: -2.312 4.689 -1.324
C: 0.478 -4.757 -3.403
H: 2.097 0.047 5.298
H: 1.562 -6.426 -3.525
H: 0.912 4.324 -5.550
H: 2.155 3.573 -6.565
H: 3.761 2.827 1.652
H: -1.407 -4.390 -4.374
H: -0.491 5.906 1.438
O: -1.571 0.579 -1.303
C: 3.417 0.575 3.720
C: -0.491 -3.852 -4.125
H: -2.620 -7.941 3.704
C: -0.632 -1.988 2.063
H: 0.046 1.384 -2.727
H: -1.554 6.009 2.668
H: -4.631 -3.834 4.997
C: -0.910 -3.211 -0.127
H: 0.754 -3.631 2.258
C: -3.342 4.737 0.575
O: 1.727 6.466 1.027
H: -1.909 -3.374 -0.541
H: -0.591 -4.110 0.388
H: -0.038 1.327 0.166
C: -0.157 -3.261 2.732
N: 2.392 4.406 1.574
N: 3.878 0.250 2.487
H: 2.618 4.434 -5.088
P: -0.016 1.440 -1.290
H: 0.702 0.165 -1.310
C: -2.641 1.493 -1.117
H: -4.268 -7.613 4.257
O: 1.762 0.381 -4.382
H: -3.328 4.086 1.438
H: 3.266 1.531 -6.846
H: 1.799 4.107 0.811
H: 3.079 -0.519 0.713

Cartesian forces, eV/Å:
C -0.120 -0.111 0.374
H 0.103 -0.065 0.006
C 0.012 -0.012 -0.005
N 0.198 0.016 -0.196
C 0.439 -0.164 -1.479
C -0.097 -0.609 -0.183
H -0.015 -0.103 0.008
O 0.111 -0.159 0.228
H -0.012 0.038 0.020
O 0.057 -0.117 0.027
H -0.016 -0.030 0.079
H -0.066 -0.009 -0.042
H -0.076 0.017 -0.117
C -0.187 0.397 0.359
O -0.087 -0.528 0.457
H -0.425 0.199 -0.034
H -0.086 -0.028 0.051
C -0.022 0.092 -0.024
H 0.064 0.007 0.036
H 0.160 0.013 -0.164
C -0.469 -0.471 1.124
H 0.071 0.063 -0.038
N -0.032 -0.154 0.125
H 0.028 0.034 0.024
C -0.019 -0.021 0.006
C 0.210 0.299 -0.184
H 0.034 -0.138 -0.060
C 0.038 0.130 -0.170
C 0.255 -0.160 0.297
H -0.040 0.031 0.025
H 0.093 -0.094 -0.101
O 0.130 -0.287 0.195
C -0.404 0.312 -0.283
H -0.342 0.212 0.092
H -0.075 -0.048 -0.003
O 0.155 -0.234 -0.054
H -0.043 -0.025 -0.077
H 0.024 -0.035 -0.007
H -0.065 0.022 -0.121
H -0.046 0.447 0.335
N 0.071 0.441 -0.136
H -0.036 -0.035 0.117
H 0.070 0.176 -0.033
H -0.023 -0.041 -0.045
H -0.001 -0.066 0.102
H 0.264 -0.215 -0.422
H -0.126 -0.035 -0.002
H -0.151 -0.230 -0.078
H 0.253 0.029 -0.169
H -0.052 0.016 -0.067
C -0.140 0.088 0.034
C 0.073 0.236 -0.313
H -0.083 0.186 0.116
N -0.231 0.200 0.183
C 0.018 -0.705 0.937
H -0.249 -0.040 0.056
H -0.022 0.112 -0.013
N -0.114 0.068 -0.084
H -0.069 -0.084 0.005
H 0.226 0.200 -0.163
C -0.036 0.173 0.035
H 0.077 0.075 0.014
H 0.007 -0.002 -0.001
H 0.040 0.070 -0.096
H 0.009 -0.029 -0.022
H 0.034 0.058 0.000
H 0.015 0.015 -0.095
H 0.131 0.058 -0.076
O -0.207 0.307 0.217
C 0.102 -0.106 0.045
C -0.008 -0.001 0.043
H 0.021 0.038 -0.075
C -0.064 0.131 -0.132
H -0.366 0.543 -0.014
H 0.152 -0.044 0.059
H -0.044 -0.038 0.108
C -0.083 0.511 -0.012
H -0.070 -0.114 -0.055
C -0.453 0.825 -1.142
O -0.067 0.449 0.077
H 0.042 -0.140 -0.011
H -0.002 -0.002 0.051
H -0.160 0.339 0.019
C 0.007 -0.009 0.138
N 0.166 0.218 0.018
N -0.035 -0.200 0.224
H 0.006 0.070 -0.113
P 1.042 -0.665 0.640
H -0.044 0.076 0.025
C 0.571 -0.696 -0.336
H 0.004 0.027 0.105
O 0.253 -0.623 -0.278
H 0.070 -0.197 0.171
H -0.047 0.053 -0.073
H -0.070 -0.107 0.008
H -0.110 -0.091 -0.011

Values from the calculation:
- Calculated total energy: -60876.5878 eV
- Highest occupied orbital energy: -3.7 eV
- Net charge: -1
- Largest force on an atom: 1.55 eV/Å
- HOMO-LUMO gap: 6.0014 eV